Record 1
The following is a DFT calculation (the ωB97M-V functional and the def2-TZVPD basis) of a molecular structure, C2H2LiOTl.

The geometry in XYZ format:
```
7
Properties=species:S:1:pos:R:3:mulliken_charge:R:1
O 1.3906 0.1506 -0.2133 -0.99
Tl 0.6530 1.8228 0.9091 0.53
Li 0.9452 -1.2971 0.6764 0.85
C -0.3117 -0.0652 -0.7665 -0.56
C -1.2724 -0.3046 0.0643 -0.29
H -0.1322 0.0206 -1.8403 0.30
H -1.2726 -0.3271 1.1704 0.16
```

Properties
- ΔE to the lowest compared entry with this formula, charge and spin: 0.0 kcal/mol
- Lowest unoccupied orbital energy: -0.020 Eh
- Total charge: 0

Record 2
The following is a DFT calculation (the ωB97M-V functional and the def2-TZVPD basis) of a molecular structure, C40H38Cl2N3O3P2RuS2.

The geometry in XYZ format:
```
91
Properties=species:S:1:pos:R:3:lowdin_spin:R:1
Ru 0.0042 0.5211 -0.9621 0.14
N -1.9919 0.5781 -0.9630 0.39
P -0.1941 -1.7095 -1.3842 0.00
C -1.2856 -2.6275 -0.2849 0.00
C -1.6191 -2.0671 0.9495 0.00
C -2.3924 -2.7867 1.8515 0.00
C -2.8294 -4.0616 1.5241 0.00
C -2.4940 -4.6271 0.2975 0.00
C -1.7248 -3.9153 -0.6067 0.00
C -0.6692 -2.1359 -3.0681 0.00
C -2.0242 -2.1742 -3.3956 0.00
C -2.4093 -2.3481 -4.7165 0.00
C -1.4491 -2.4819 -5.7099 0.00
C -0.0986 -2.4350 -5.3863 0.00
C 0.2938 -2.2552 -4.0696 0.00
P -2.7357 1.8761 -1.6543 0.30
C -1.5819 2.2640 -2.9773 0.05
C -0.4716 1.4529 -3.1887 0.01
C 0.5047 1.8150 -4.1149 0.00
C 0.3710 2.9959 -4.8278 0.01
C -0.7405 3.8081 -4.6207 0.00
C -1.7079 3.4522 -3.6938 0.01
C -4.3171 1.3901 -2.3643 0.06
C -5.4756 1.6552 -1.6350 0.01
C -6.7086 1.2673 -2.1381 0.00
C -6.7830 0.6353 -3.3705 0.00
C -5.6293 0.3854 -4.1063 0.00
C -4.3934 0.7581 -3.6070 0.01
H -2.6114 -0.0683 -0.4833 0.01
H -1.2542 -1.0829 1.2148 0.00
H -2.6494 -2.3528 2.8085 0.00
H -3.4352 -4.6205 2.2251 0.00
H -2.8393 -5.6213 0.0474 0.00
H -1.4690 -4.3555 -1.5635 0.00
H -2.7808 -2.0750 -2.6258 0.00
H -3.4614 -2.3893 -4.9660 0.00
H -1.7519 -2.6264 -6.7383 0.00
H 0.6488 -2.5416 -6.1609 0.00
H 1.3489 -2.2125 -3.8260 0.00
H -0.4378 0.3829 -2.8660 0.00
H 1.3486 1.1595 -4.2886 0.00
H 1.1231 3.2809 -5.5513 0.00
H -0.8480 4.7278 -5.1803 0.00
H -2.5554 4.1047 -3.5181 0.00
H -5.4164 2.1703 -0.6837 0.00
H -7.6094 1.4726 -1.5762 0.00
H -7.7462 0.3453 -3.7684 0.00
H -5.6990 -0.0931 -5.0745 0.00
H -3.4939 0.5712 -4.1815 0.00
Cl 2.7026 2.2523 2.4740 0.00
C 2.9691 0.7037 1.6637 0.00
Cl 3.0001 -0.6496 2.8028 0.00
C 1.8671 0.5228 0.6418 0.00
O 2.1211 0.6839 -0.5769 0.00
O 0.6799 0.2452 0.9860 0.00
H 3.9286 0.7470 1.1611 0.00
S 0.3034 6.8299 1.1708 0.00
C 0.2660 5.2131 0.5170 0.00
C 0.9001 4.8028 -0.6568 0.00
C 0.7855 3.4915 -1.0580 0.00
N 0.0877 2.5704 -0.3752 0.00
C -0.5103 2.9626 0.7615 0.00
C -0.4515 4.2510 1.2338 0.00
C 1.2865 7.6933 -0.0343 0.00
C 0.6796 8.3273 -1.1077 0.00
C 1.4933 8.9935 -2.0149 0.00
N 2.8166 9.0540 -1.9048 0.00
C 3.3818 8.4579 -0.8600 0.00
C 2.6635 7.7654 0.1070 0.00
H 1.4816 5.4901 -1.2541 0.00
H 1.2771 3.1510 -1.9588 0.00
H -1.0471 2.1977 1.3062 0.00
H -0.9548 4.5040 2.1574 0.00
H -0.3947 8.3117 -1.2322 0.00
H 1.0577 9.5042 -2.8659 0.00
H 4.4601 8.5366 -0.7857 0.00
H 3.1656 7.3018 0.9451 0.00
O 1.1787 -2.7440 -1.2935 0.00
S 2.2779 -2.5545 -0.1444 0.00
C 1.8741 -3.9047 1.0075 0.00
C 2.9661 -4.9656 0.8451 0.00
C 3.4156 -4.9123 -0.6113 0.00
C 3.6543 -3.4348 -0.9017 0.00
H 0.8938 -4.2488 0.6730 0.00
H 1.7847 -3.4740 2.0025 0.00
H 2.5780 -5.9426 1.1278 0.00
H 3.8053 -4.7417 1.5056 0.00
H 2.6447 -5.3050 -1.2760 0.00
H 4.3288 -5.4803 -0.7822 0.00
H 3.6785 -3.1392 -1.9496 0.00
H 4.5461 -3.0497 -0.4017 0.00
```

Properties
- Multiplicity: 2
- ΔE to the lowest compared entry with this formula, charge and spin: 0.0 kcal/mol
- Lowest unoccupied orbital energy (spin up / spin down): -0.187 / -0.234 Eh
- Total charge: +2

Record 3
The following is a DFT calculation (the ωB97M-V functional and the def2-TZVPD basis) of 2 unconnected molecules or ions with the total composition CH7NOS2.

The geometry in XYZ format:
```
12
Properties=species:S:1:pos:R:3:nbo_charge:R:1
S -2.2940 0.6791 0.8235 -0.16
S -2.8813 -0.7988 -0.3449 -0.14
H -1.2731 1.0765 0.0486 0.16
H -4.1924 -0.4822 -0.4856 0.13
N 1.0659 0.6740 -0.6842 -0.88
C 1.4686 -0.4964 0.0639 0.09
O 1.4970 -0.4176 1.5398 -0.70
H 1.1790 0.5462 -1.7101 0.38
H 1.5233 1.5068 -0.4346 0.37
H 0.8801 -1.2963 -0.1695 0.15
H 2.4838 -0.7456 -0.2923 0.14
H 0.5431 -0.2457 1.6454 0.47
```

Properties
- SMILES: NCO.SS
- ΔE to the lowest compared entry with this formula, charge and spin: 14.9 kcal/mol
- Lowest unoccupied orbital energy: 0.020 Eh
- Total charge: 0

| no. | F_max (eV/Å) |
| --- | --- |
| 1 | 1.535 |
| 2 | 0.516 |
| 3 | 3.820 |